# 1
C5H14BClN4O6P | the ωB97M-V functional and the def2-TZVPD basis

Summary:
* HOMO-LUMO gap: 5.304 eV
* charge: -1
* 2S+1: 1
* E_tot: -46147.7891 eV

Last column: natural (NBO) charge in e.
Geometry (Å):
O1 2.34041 0.06114 -0.83436  -0.648
C1 2.49634 -1.27704 -0.75503  0.386
C2 2.39177 -2.18338 -2.11339  -0.512
C3 0.99554 -3.10053 -2.20502  -1.043
B1 0.90771 -3.96449 -0.81056  1.127
O2 1.22875 -5.43043 -0.91987  -0.969
O3 0.53257 -3.47543 0.52644  -0.928
P1 -0.44092 -1.84889 -2.39931  1.005
O4 -1.41461 -1.69891 -0.96894  -1.033
Cl1 -1.75166 -2.70338 -3.88998  -0.422
H1 2.75874 -1.69447 0.33249  0.134
H2 2.46555 -1.47300 -3.03888  0.239
H3 3.27377 -2.98211 -2.06831  0.193
H4 2.24184 -5.43497 -0.99150  0.473
H5 0.91117 -4.17203 1.16895  0.469
H6 -1.16946 -0.85456 -0.46522  0.523
C4 -2.94417 1.62629 -0.03684  0.770
O5 -2.45440 0.51192 0.05703  -0.669
N1 -2.19944 2.74374 -0.11715  -0.841
N2 -4.27247 1.83666 -0.06856  -0.848
H7 -2.58445 3.66991 -0.19494  0.381
H8 -1.19448 2.62979 -0.09676  0.424
H9 -4.86928 1.02180 -0.01062  0.409
H10 -4.69460 2.74660 -0.14546  0.380
C5 0.92563 3.51171 2.10837  0.763
O6 0.91348 4.29297 1.17029  -0.684
N3 0.51770 3.85254 3.34417  -0.849
N4 1.34785 2.23992 1.99030  -0.840
H11 0.52028 3.22326 4.12908  0.385
H12 0.19197 4.80111 3.47630  0.401
H13 1.66356 1.94250 1.07630  0.438
H14 1.36532 1.58178 2.75098  0.386

---

# 2
C6H16N2 | the ωB97M-V functional and the def2-TZVPD basis

Summary:
* HOMO-LUMO gap: 9.036 eV
* SMILES: CCNC(C)(C)NC
* 2S+1: 1
* E_tot: -9460.6382 eV
* energy above the lowest of the compared OMol25 structures with the same formula, charge and spin: 1.436 eV

Last column: natural (NBO) charge in e.
Geometry (Å):
C1 -1.54817 1.79083 -1.78857  -0.621
C2 -1.12780 1.16503 -0.47173  -0.221
N1 0.38697 0.52539 -0.75762  -0.642
C3 0.82032 -0.17144 0.42722  0.262
C4 1.35515 0.82755 1.46683  -0.613
C5 1.93523 -1.18208 0.09423  -0.624
N2 -0.35501 -0.84648 1.00893  -0.687
C6 -0.91147 -2.00931 0.34913  -0.410
H1 -2.61310 2.05095 -1.75876  0.205
H2 -0.95986 2.69031 -1.98600  0.212
H3 -1.40506 1.10110 -2.62669  0.202
H4 -0.91392 1.94156 0.26131  0.189
H5 -1.98670 0.61409 -0.08109  0.186
H6 0.30130 -0.14288 -1.52314  0.348
H7 2.12645 1.46082 1.01724  0.219
H8 1.80137 0.31201 2.32502  0.214
H9 0.57134 1.48963 1.84618  0.202
H10 2.82351 -0.65577 -0.26866  0.220
H11 2.22810 -1.76393 0.97581  0.222
H12 1.63231 -1.88529 -0.68822  0.206
H13 -0.94848 -0.33493 1.64964  0.381
H14 -1.11789 -1.81141 -0.70521  0.159
H15 -1.85170 -2.29250 0.83246  0.206
H16 -0.24289 -2.87326 0.40169  0.185

---

# 3
C2FLiNaO2 | the ωB97M-V functional and the def2-TZVPD basis

Summary:
* HOMO-LUMO gap (alpha / beta): 4.772 / 4.325 eV
* 2S+1: 2
* E_tot: -13504.7255 eV

Last column: natural (NBO) charge in e.
Geometry (Å):
Na1 2.77257 -1.22293 -0.50777  0.942
O1 2.13884 0.85533 -0.05987  -0.827
C1 0.90730 0.99044 0.18076  0.159
C2 -0.14761 0.24245 0.22229  0.424
O2 -0.51597 -0.95614 -0.03753  -0.811
F1 -2.15912 0.87685 0.20981  -0.858
Li1 -2.99601 -0.78601 -0.00769  0.971

---

# 4
C23H31MnN3O3SSbSi | the ωB97M-V functional and the def2-TZVPD basis

Summary:
* HOMO-LUMO gap (alpha / beta): 7.303 / 7.955 eV
* charge: +1
* 2S+1: 4
* E_tot: -91531.7525 eV
* energy above the lowest of the compared OMol25 structures with the same formula, charge and spin: 0.000 eV

Last column: natural (NBO) charge in e.
Geometry (Å):
Mn1 -0.79237 0.97150 0.30229  1.033
O1 0.40736 1.73601 3.96060  -0.547
C1 0.32441 1.47940 2.78653  0.740
O2 -0.79920 1.29938 2.13672  -0.699
C2 1.54603 1.35613 1.91269  0.128
C3 2.80999 1.52888 2.49183  -0.228
C4 3.90509 1.43789 1.68596  -0.087
C5 3.73536 1.13585 0.31885  -0.113
C6 4.84516 0.99042 -0.54543  -0.162
C7 4.66566 0.64426 -1.85243  -0.192
C8 3.36437 0.41524 -2.34073  -0.170
C9 2.26924 0.55986 -1.53525  -0.235
C10 2.42407 0.94776 -0.18834  0.242
N1 1.33286 1.10375 0.63260  -0.470
H1 2.85902 1.73462 3.55073  0.265
H2 4.90507 1.57485 2.07801  0.233
H3 5.83699 1.14863 -0.14185  0.225
H4 5.51591 0.52975 -2.51050  0.231
H5 3.22543 0.11227 -3.36996  0.228
H6 1.28402 0.36338 -1.92390  0.244
S1 -1.02440 1.19888 -2.05061  -0.088
C11 -1.39667 -0.46568 -2.37117  0.347
N2 -2.56658 -0.93334 -1.86849  -0.490
C12 -2.94879 -2.20719 -2.01846  0.139
C13 -2.15031 -3.04774 -2.74746  -0.302
C14 -0.98285 -2.49965 -3.27976  0.162
N3 -0.61295 -1.24090 -3.09873  -0.440
H7 -3.08101 -0.28283 -1.26965  0.476
H8 -3.87539 -2.49638 -1.54355  0.245
H9 -2.41520 -4.08164 -2.90239  0.259
H10 -0.31620 -3.11104 -3.87691  0.225
C15 0.58530 4.87102 0.99180  -0.976
Sb1 -0.91121 3.66882 0.08342  1.266
C16 -2.66085 4.27817 1.10468  -0.970
C17 -1.16879 4.60969 -1.80109  -0.980
H11 0.22986 5.89962 1.01362  0.249
H12 1.51114 4.81712 0.42281  0.245
H13 0.76697 4.53244 2.01050  0.249
H14 -2.84689 5.33281 0.90877  0.243
H15 -2.52920 4.11875 2.17327  0.254
H16 -3.49899 3.68017 0.75404  0.249
H17 -1.31361 5.67678 -1.64137  0.246
H18 -2.04587 4.19440 -2.29267  0.250
H19 -0.29830 4.45144 -2.43432  0.248
C18 0.70262 -4.73343 -0.76918  -1.101
Si1 -0.16296 -3.98717 0.71872  1.591
C19 -1.87465 -4.72790 0.93551  -1.097
C20 0.85922 -4.18838 2.27138  -1.100
C21 -0.36374 -2.16791 0.43252  -0.499
C22 -0.50341 -0.96143 0.34022  -0.342
H20 1.07713 -5.73084 -0.53107  0.250
H21 1.55489 -4.12201 -1.07104  0.246
H22 0.03657 -4.83405 -1.62813  0.222
H23 -1.81977 -5.81023 1.06609  0.248
H24 -2.50918 -4.53382 0.06853  0.219
H25 -2.37041 -4.31034 1.81335  0.247
H26 0.92629 -5.23785 2.56391  0.245
H27 0.42251 -3.63178 3.10130  0.249
H28 1.87399 -3.81826 2.11637  0.245
C23 -3.21385 0.11884 1.42217  -0.269
O3 -2.57757 0.83261 0.36383  -0.703
H29 -4.28885 0.13330 1.22183  0.186
H30 -3.02492 0.59038 2.38490  0.207
H31 -2.85765 -0.91326 1.46408  0.186

---

For reference, largest force on an atom by record: 7.006; 3.369; 2.733; 0.483 eV/A.